*w*
16
Properties=species:S:1:pos:R:3 method="wB97M-V/def2-TZVPD" orbital_gap_ev="7.3 / 8.2" lumo_ev="0.239 / 0.608"
C -0.754 0.408 0.420
C 0.695 0.467 -0.262
C -1.830 0.006 -0.328
C 0.347 -0.669 0.587
C 1.424 1.696 0.101
C 0.176 -2.139 0.096
F -3.038 0.411 -0.019
H -0.872 1.270 1.178
H 0.626 0.296 -1.368
H -1.907 -0.851 -1.117
H 1.565 1.962 1.247
H 0.785 2.552 -0.285
H 2.311 1.850 -0.406
H 1.099 -2.654 0.425
H -0.033 -2.053 -0.945
H -0.594 -2.552 0.676


*x*
16
Properties=species:S:1:pos:R:3 method="wB97M-V/def2-TZVPD" orbital_gap_ev=10.7 lumo_ev=1.092 smiles="C=C[C@@]1(C)C[C@@H]1F"
C 0.741 -0.157 1.962
C -0.293 -0.537 1.241
C 1.098 -0.214 -1.036
C 0.059 -1.322 -1.203
C -0.264 -0.062 -0.491
C -1.335 0.947 -0.831
F -0.409 -1.438 -2.486
H 0.796 -0.319 3.016
H 1.654 0.142 1.563
H -1.141 -1.056 1.755
H 1.950 -0.463 -0.466
H 1.174 0.314 -1.924
H 0.223 -2.206 -0.583
H -0.962 1.207 -1.854
H -1.332 1.729 -0.137
H -2.287 0.397 -0.895


*y*
16
Properties=species:S:1:pos:R:3 method="wB97M-V/def2-TZVPD" orbital_gap_ev="8.3 / 7.4" lumo_ev="-0.291 / -0.097"
C -1.855 0.022 0.192
C -2.826 -0.456 0.994
C -0.742 -0.696 -0.075
C 0.708 1.128 -1.238
C 1.540 -0.210 0.882
C 0.680 -0.295 -0.455
F -0.831 -2.055 0.136
H -1.965 1.154 0.196
H -3.251 -1.434 1.050
H -0.046 1.107 -2.001
H 1.682 1.470 -1.762
H 0.356 1.905 -0.609
H 0.980 -0.547 1.729
H 1.891 0.872 1.103
H 2.492 -0.854 0.753
H 1.187 -1.111 -0.895


Most stable pick: *x*. Distance to second place: 1.986 eV.


*w*
19
Properties=species:S:1:pos:R:3 method="wB97M-V/def2-TZVPD" total_charge=+1 orbital_gap_ev=10.4 lumo_ev=-4.344 smiles=CCCOn1c[nH+]cn1
C 3.035 -0.500 0.715
C 2.232 0.695 -0.051
C 0.816 0.083 -0.458
O -0.188 1.088 -0.859
N -1.384 0.525 -0.553
C -2.382 0.994 0.351
N -3.358 -0.044 0.260
C -2.957 -1.094 -0.679
N -1.690 -0.641 -1.150
H 2.414 -1.469 0.619
H 3.178 -0.279 1.823
H 4.022 -0.705 0.178
H 2.867 1.036 -0.946
H 2.118 1.615 0.628
H 0.401 -0.431 0.489
H 0.987 -0.745 -1.219
H -2.356 1.948 0.967
H -4.226 -0.032 0.829
H -3.529 -2.043 -0.945


*x*
19
Properties=species:S:1:pos:R:3 method="wB97M-V/def2-TZVPD" total_charge=+1 orbital_gap_ev=7.0 lumo_ev=-5.316
C 2.332 -1.437 -2.709
C 0.852 -0.780 -0.858
C 2.278 -2.758 -2.832
C -2.490 0.014 1.400
C -0.247 2.014 2.116
N 1.554 -0.736 -1.805
N -2.154 1.304 0.827
N -1.372 2.146 1.241
O 0.034 -0.555 -0.063
H 3.032 -0.796 -3.402
H 3.050 -3.254 -3.494
H 1.553 -3.343 -2.416
H -3.556 -0.192 1.441
H -1.930 -0.523 0.650
H -2.000 -0.188 2.354
H 0.642 2.628 1.749
H -0.278 2.397 3.057
H 0.187 1.017 1.978
H -1.486 3.041 0.767


*y*
19
Properties=species:S:1:pos:R:3 method="wB97M-V/def2-TZVPD" total_charge=+1 orbital_gap_ev=8.4 lumo_ev=-6.715 smiles="CCC[C@@]1(O)N=NC=[NH+]1"
C -2.752 0.688 -0.870
C -1.608 -0.542 0.579
C 1.894 0.526 -0.141
C -0.200 0.244 0.636
C 0.853 -0.531 -0.116
N -3.062 1.080 0.385
N -2.426 0.388 1.215
N -1.976 -0.414 -0.809
O -1.423 -1.805 0.996
H -3.256 1.063 -1.731
H 1.681 1.378 -0.773
H 2.817 0.047 -0.281
H 1.925 1.063 0.888
H -0.327 1.162 0.248
H 0.090 0.376 1.692
H 1.017 -1.595 0.332
H 0.667 -0.888 -1.249
H -1.617 -0.998 -1.468
H -0.731 -1.775 1.661


Most stable pick: *x*. Distance to second place: 0.173 eV.


*w*
12
Properties=species:S:1:pos:R:3 method="wB97M-V/def2-TZVPD" total_charge=+1 orbital_gap_ev=12.1 lumo_ev=-3.185
N -0.605 -0.884 -0.338
C 0.819 -1.148 -0.534
N 1.591 -0.191 -0.359
H -1.044 -1.623 0.205
H -1.109 -0.883 -1.224
H 1.078 -2.170 -0.797
H 2.559 -0.465 -0.512
N -0.678 1.503 0.711
H 0.128 2.008 0.350
H -0.716 0.403 0.196
H -0.518 1.365 1.705
H -1.504 2.083 0.598


*x*
12
Properties=species:S:1:pos:R:3 method="wB97M-V/def2-TZVPD" total_charge=+1 orbital_gap_ev=11.3 lumo_ev=-3.585
N 1.289 -1.360 1.145
H 1.475 -2.229 0.653
H 0.698 1.105 -1.431
H 1.046 -1.587 2.100
H 2.163 -0.848 1.133
N -1.040 -0.147 0.084
C -1.125 0.927 -0.625
N -0.144 1.607 -1.208
H -0.150 -0.710 0.117
H -1.876 -0.532 0.497
H -2.116 1.240 -0.893
H -0.218 2.534 -1.572


Most stable pick: *x*. Distance to second place: 0.578 eV.


*w*
18
Properties=species:S:1:pos:R:3 method="wB97M-V/def2-TZVPD" total_charge=+1 orbital_gap_ev=9.2 lumo_ev=-4.185
C 0.383 -1.945 0.732
C -0.243 -1.400 -0.418
C -0.794 1.835 -0.629
N -0.675 3.132 -0.462
N 0.219 1.097 -0.609
N -1.591 -1.438 -0.453
Cl 3.350 0.154 0.320
H 1.452 -1.465 1.023
H -0.252 -1.795 1.566
H 0.688 -3.005 0.545
H 0.329 -0.900 -1.232
H -1.668 1.329 -0.911
H 0.129 3.579 -0.104
H -1.485 3.685 -0.351
H 1.069 1.465 -0.025
H 2.712 0.570 -0.722
H -2.127 -1.264 -1.264
H -2.236 -1.616 0.265


*x*
18
Properties=species:S:1:pos:R:3 method="wB97M-V/def2-TZVPD" total_charge=+1 orbital_gap_ev="8.1 / 8.1" lumo_ev="-4.091 / -4.092"
C 0.168 -1.698 1.731
C 0.187 -0.968 0.393
C 0.156 2.118 0.813
N -0.543 1.965 -0.237
N -0.904 -0.258 -0.090
N -0.593 -1.529 -0.678
Cl 0.987 1.318 -3.162
H -0.873 -2.059 1.987
H 0.728 -2.621 1.556
H 0.829 -1.126 2.463
H 1.205 -0.717 0.202
H 1.231 2.244 0.923
H -1.464 1.392 -0.208
H 0.006 2.011 -1.098
H -0.353 2.107 1.734
H 0.740 1.653 -4.291
H -1.377 -2.257 -0.431
H -0.130 -1.575 -1.609


Most stable pick: *w*. Distance to second place: 3.172 eV.


*w*
12
Properties=species:S:1:pos:R:3 method="wB97M-V/def2-TZVPD" orbital_gap_ev=7.6 lumo_ev=-1.263 smiles="CCN=[PH](I)I"
C -1.054 0.136 -1.154
C -1.096 -0.349 0.350
N 0.045 -0.183 1.234
P 1.584 0.021 0.985
I 2.158 2.172 -0.133
I 2.853 -1.595 -0.427
H -0.962 1.258 -1.223
H -0.253 -0.350 -1.648
H -1.939 -0.069 -1.690
H -1.297 -1.348 0.309
H -1.877 0.012 1.057
H 1.838 0.296 2.341


*x*
12
Properties=species:S:1:pos:R:3 method="wB97M-V/def2-TZVPD" orbital_gap_ev=7.9 lumo_ev=-0.603
C -2.066 -0.707 -0.451
C -0.857 -0.194 0.321
N 0.343 0.038 0.052
P 1.145 0.277 -1.402
I 2.767 -1.407 -0.937
I 2.451 2.455 -1.002
H -2.492 -1.400 0.286
H -2.820 0.142 -0.678
H -1.753 -1.170 -1.433
H -1.124 -0.121 1.316
H 2.050 0.846 2.298
H 2.356 1.242 1.631


Most stable pick: *w*. Distance to second place: 0.293 eV.


*w*
9
Properties=species:S:1:pos:R:3 method="wB97M-V/def2-TZVPD" orbital_gap_ev="7.0 / 7.0" lumo_ev="-2.967 / -2.966"
C -0.763 -0.400 -0.425
C -0.131 0.661 0.485
S 1.471 1.405 0.074
Cl 3.000 -0.803 -0.168
H -1.346 -0.185 -1.358
H 0.080 -0.986 -0.863
H -1.420 -1.168 0.101
H -0.032 0.065 1.512
H -0.858 1.411 0.643


*x*
9
Properties=species:S:1:pos:R:3 method="wB97M-V/def2-TZVPD" orbital_gap_ev=10.6 lumo_ev=0.722 smiles="C=CCl.S"
C -1.525 -1.529 0.617
C -0.731 -0.768 -0.137
S 1.790 1.865 -0.338
Cl -1.359 -0.419 -1.834
H -2.333 -2.135 0.237
H 2.963 2.222 -0.868
H -1.040 -1.677 1.636
H 0.193 -0.250 0.089
H 2.041 2.692 0.599


Most stable pick: *x*. Distance to second place: 1.044 eV.


*w*
10
Properties=species:S:1:pos:R:3 method="wB97M-V/def2-TZVPD" orbital_gap_ev=8.4 lumo_ev=0.797 smiles="N/C(Cl)=C(/N)Cl"
C -0.590 0.407 -0.049
C 0.530 -0.370 -0.067
N -0.438 1.888 0.201
N 0.392 -1.759 0.001
Cl -2.079 -0.357 -0.287
Cl 2.185 0.075 -0.149
H 0.402 2.121 -0.135
H -1.165 2.407 -0.229
H 1.263 -2.171 0.283
H -0.501 -2.242 0.432


*x*
10
Properties=species:S:1:pos:R:3 method="wB97M-V/def2-TZVPD" orbital_gap_ev="6.1 / 6.1" lumo_ev="-2.315 / -2.313"
C -0.070 1.038 0.449
C -1.202 0.346 0.280
N 3.168 -0.958 0.125
N -2.483 0.969 0.085
Cl 1.545 0.799 0.345
Cl -1.197 -1.414 0.397
H 3.368 -0.886 -0.849
H 2.371 -1.498 0.099
H -2.303 1.384 -0.830
H -3.196 0.219 -0.101


Most stable pick: *w*. Distance to second place: 5.099 eV.


*w*
17
Properties=species:S:1:pos:R:3 method="wB97M-V/def2-TZVPD" orbital_gap_ev=9.0 lumo_ev=0.082 smiles="CC(=O)NO.COO"
C -0.761 -1.732 -0.997
O -0.792 -0.943 0.495
O -1.155 -0.991 1.863
H -1.231 -0.014 2.000
H 0.283 -1.942 -1.214
H -1.254 -1.263 -1.844
H -1.283 -2.592 -0.584
C 1.640 0.602 0.893
N 0.147 0.764 -1.065
C 0.240 0.832 0.373
O -0.865 1.578 -1.597
O -0.575 1.555 0.982
H -1.292 1.904 -0.767
H 0.958 0.601 -1.651
H 1.572 0.227 1.915
H 2.181 -0.134 0.294
H 2.187 1.547 0.902


*x*
17
Properties=species:S:1:pos:R:3 method="wB97M-V/def2-TZVPD" orbital_gap_ev=10.2 lumo_ev=0.301 smiles="N[C@@H](CO)C(=O)O.O"
O -2.008 2.275 0.974
C -1.516 1.293 0.400
O -1.499 1.272 -0.979
C -0.411 0.516 1.027
C 0.921 0.757 0.421
O 1.524 -0.228 -0.396
N -1.025 -0.810 0.966
H -2.234 1.897 -1.368
H -0.385 0.814 2.081
H 1.671 0.924 1.194
H 0.909 1.707 -0.293
H 1.509 -1.084 0.012
H -1.004 -1.320 0.124
H -0.773 -1.307 1.768
H 0.747 -2.157 -1.715
H 2.195 -1.952 -2.038
O 1.379 -2.597 -2.178


*y*
17
Properties=species:S:1:pos:R:3 method="wB97M-V/def2-TZVPD" orbital_gap_ev=10.2 lumo_ev=0.527 smiles="N[C@@H](CO)C(=O)O.O"
O -1.974 1.000 0.940
C -1.137 0.141 0.977
O -1.445 -1.171 1.142
C 0.391 0.355 1.094
C 0.766 1.328 -0.004
O 0.271 0.689 -1.195
N 1.209 -0.839 0.950
H -2.343 -1.373 0.849
H 0.518 0.720 2.112
H 1.838 1.435 -0.118
H 0.194 2.256 0.098
H 0.331 1.310 -1.927
H 0.941 -1.362 0.126
H 1.057 -1.494 1.707
H 2.058 -1.074 -2.231
H 0.661 -0.911 -2.835
O 1.535 -1.262 -3.016


Most stable pick: *y*. Distance to second place: 1.555 eV.